Record 1
Computed, not measured: C27H33N5O3S in the gas phase, with wB97M-V/def2-TZVPD.

Atoms and positions in Å:
S 3.264 1.320 -2.305
O -0.779 -1.483 -1.802
O 0.206 0.878 0.548
O 5.758 -0.464 0.003
N -1.891 1.047 -0.235
N 1.118 -0.260 -2.024
N 3.172 -1.000 -1.159
N -4.181 -0.639 -0.464
N 4.197 0.908 0.856
C -0.002 1.886 -1.592
C 1.212 -2.362 -0.860
C 4.954 0.435 -0.152
C -5.793 -0.184 1.319
C -8.093 0.267 0.776
C -2.424 0.364 0.932
C 0.414 -1.381 -1.574
C 0.631 -3.523 -0.342
C -5.457 -0.298 -0.034
C -7.090 0.091 1.711
C 3.646 3.089 1.882
C 1.408 -4.433 0.336
C 3.366 -3.067 0.010
C -6.489 -0.135 -0.967
C -3.609 -0.003 -1.628
C -3.127 -0.924 0.483
C 2.774 -4.204 0.509
C 4.896 1.111 -1.525
C -2.907 1.311 -1.228
C 4.186 0.117 2.078
C -0.563 1.226 -0.338
C 2.585 -2.131 -0.677
C 5.409 0.362 2.957
C -7.779 0.147 -0.568
C 3.313 2.054 0.808
C 2.450 -0.135 -1.763
C 0.354 0.812 -2.631
H -0.554 0.354 -3.033
H -7.314 0.175 2.765
H 4.686 3.400 1.800
H 4.170 -0.937 1.787
H 4.419 -2.863 0.126
H -5.045 -0.304 2.086
H 0.938 1.251 -3.444
H -3.516 -1.476 1.337
H -3.135 1.032 1.432
H -3.650 1.990 -0.788
H -6.289 -0.254 -2.021
H 0.913 2.399 -1.289
H 5.501 0.498 -2.193
H 5.316 2.118 -1.482
H 3.263 0.344 2.614
H -2.394 -1.553 -0.032
H 5.474 1.400 3.269
H 3.372 -4.929 1.041
H -0.678 2.619 -2.029
H -8.549 0.266 -1.316
H 6.307 0.103 2.402
H -4.371 0.214 -2.373
H 0.962 -5.332 0.736
H -0.426 -3.683 -0.493
H 3.473 2.697 2.880
H 3.404 2.539 -0.162
H -2.484 1.780 -2.113
H 2.278 1.711 0.931
H -9.102 0.489 1.086
H 3.011 3.961 1.745
H 5.352 -0.266 3.842
H -2.870 -0.685 -2.055
H -1.592 0.144 1.601

Values from the calculation:
E = -1946.4242 Eh
E_HOMO = -7.61 eV
SMILES string = CCN(CC)C(=O)CSc1nc2ccccc2c(=O)n1CCC(=O)N1CCN(c2ccccc2)CC1
orbital gap = 0.29490 hartree

Record 2
Computed, not measured: a molecular structure, C27H33N5O5W at a distorted geometry, with wB97M-V/def2-TZVPD.

Atoms and positions in Å:
W -0.036 0.185 -0.217
O -1.957 1.015 0.351
O 2.026 0.983 0.399
O 0.064 2.327 1.207
O -1.302 -1.501 0.088
O 1.302 -1.448 0.101
N 0.008 1.927 -1.572
N -0.370 0.271 -3.173
N -0.106 -0.123 2.229
N -0.105 -0.616 -2.280
N -0.036 -1.352 7.475
C 0.017 -1.900 -2.888
C 2.999 0.185 -0.321
C -0.065 -1.017 6.376
C 0.196 3.254 -1.372
C 2.750 -1.269 0.067
C -0.428 2.489 -3.908
C -0.121 -3.093 -2.159
C 2.406 2.304 0.864
C 0.286 -2.007 -4.277
C 1.099 -0.608 4.258
C 1.286 2.785 1.789
C -1.274 -0.350 4.329
C -3.024 0.174 -0.181
C -2.737 -1.264 0.249
C -0.746 -2.608 0.870
C 1.038 -0.347 2.906
C 0.803 -2.642 0.770
C -1.167 2.883 1.664
C 0.105 4.206 -2.366
C -0.281 1.576 -2.860
C -0.038 -4.320 -2.776
C 0.350 -3.236 -4.888
C -0.086 -0.653 4.997
C -2.254 2.401 0.700
C 0.180 -4.406 -4.150
C -1.230 -0.098 2.973
C -0.227 3.834 -3.666
H -3.046 0.267 -1.269
H 1.396 2.375 2.796
H 3.185 -1.937 -0.677
H 2.550 2.958 0.005
H 2.050 -0.783 4.745
H 0.473 -1.117 -4.854
H 3.161 -1.507 1.048
H -1.056 -2.489 1.906
H -0.367 -3.067 -1.120
H -3.293 -1.951 -0.392
H 0.285 5.244 -2.116
H -3.991 0.488 0.213
H -0.316 4.571 -4.455
H -2.284 2.993 -0.215
H -2.216 -0.312 4.860
H 4.018 0.465 -0.053
H 3.342 2.240 1.420
H -2.155 0.143 2.474
H -0.162 -5.225 -2.195
H -3.227 2.451 1.187
H -3.011 -1.456 1.285
H 2.867 0.341 -1.395
H 0.220 -5.374 -4.633
H 0.415 3.581 -0.373
H 1.958 -0.307 2.342
H -1.370 2.563 2.688
H 1.226 -2.690 1.773
H 1.306 3.875 1.862
H -0.673 2.096 -4.886
H -1.142 3.975 1.650
H 1.151 -3.513 0.217
H 0.555 -3.296 -5.949
H -1.175 -3.540 0.500

Values from the calculation:
E = -1764.0854 Eh
E_HOMO (alpha / beta) = -19.86 / -19.88 eV
multiplicity = 3
total charge = +4
orbital gap (alpha / beta) = 0.23501 / 0.20716 hartree

Record 3
Computed, not measured: C27H33NO4 in the gas phase, with wB97M-V/def2-TZVPD.

Atoms and positions in Å:
O 4.228 -0.294 0.602
O 1.626 -0.098 -0.754
O 1.353 0.083 1.461
O -7.830 -2.420 0.905
N -0.287 3.503 -0.204
C -2.556 2.524 -0.467
C -3.394 0.572 -1.610
C -4.643 -1.134 -0.393
C 0.350 2.745 -1.265
C 5.678 -2.892 -1.565
C -5.205 -2.199 -0.381
C -3.128 2.055 0.711
C -0.062 2.884 1.089
C -5.971 -3.426 -0.332
C 5.381 -4.013 -0.814
C -3.817 0.859 0.741
C 1.430 2.800 1.392
C -7.477 -3.114 -0.264
C 4.636 -1.480 0.072
C 1.858 2.666 -1.037
C 4.440 0.899 -0.124
C 2.164 2.003 0.310
C 3.679 2.002 0.604
C -0.626 -1.307 1.178
C 4.343 -2.613 0.834
C -3.947 0.098 -0.421
C -2.709 1.771 -1.627
C 0.860 -1.255 1.512
C 4.712 -3.866 0.392
C 1.690 0.549 0.260
C 5.314 -1.628 -1.131
C -1.700 3.767 -0.461
H -7.770 -2.540 -1.156
H 4.074 0.791 -1.152
H 1.572 2.335 2.368
H 5.565 -0.771 -1.736
H -3.504 -0.008 -2.515
H 5.669 -4.994 -1.161
H -0.051 1.722 -1.344
H -8.048 -4.045 -0.243
H 3.832 1.851 1.674
H -0.550 3.503 1.848
H -0.496 1.872 1.142
H 4.477 -4.734 0.991
H 0.157 3.261 -2.210
H -7.287 -1.623 0.956
H 1.429 -1.870 0.808
H -1.764 4.275 -1.427
H 5.514 1.131 -0.151
H 6.204 -2.994 -2.504
H 1.044 -1.588 2.536
H 2.303 2.094 -1.852
H -2.045 4.455 0.316
H -5.766 -4.028 -1.220
H 4.093 2.973 0.328
H -5.683 -3.997 0.556
H 3.827 -2.480 1.772
H -0.989 -2.326 1.274
H -1.190 -0.666 1.852
H -0.791 -0.974 0.156
H -2.291 2.131 -2.556
H -3.036 2.638 1.617
H 2.275 3.674 -1.040
H -4.254 0.502 1.663
H 1.847 3.809 1.419

Values from the calculation:
E = -1404.3254 Eh
E_HOMO = -8.47 eV
SMILES string = CCOC(=O)C1(CCOc2ccccc2)CCN(Cc2ccc(C#CCCO)cc2)CC1
orbital gap = 0.33714 hartree